Density functional theory data (ωB97M-V/def2-TZVPD) for C26H44BClIrN11OSe as an isolated structure.

Structure (ORCA input):
```
! RIJCOSX wB97M-V def2-TZVPD def2/J DEFGRID3
* xyz 3 2
Ir 1.547 -1.152 0.914
C 6.520 -1.276 0.031
N 5.864 0.014 0.172
C 6.731 1.125 0.530
C 4.518 0.072 0.257
N 3.731 -0.959 0.205
N 3.972 1.342 0.380
C 2.674 1.752 0.230
N 2.522 3.092 0.184
N 1.662 0.945 0.170
H 7.537 -1.114 -0.317
H 6.021 -1.892 -0.716
H 6.558 -1.818 0.980
H 7.759 0.856 0.292
H 6.675 1.333 1.603
H 6.505 2.028 -0.040
H 4.211 -1.844 0.096
H 4.644 2.096 0.440
H 3.292 3.738 0.182
H 1.613 3.500 0.051
H 0.794 1.449 0.016
C -4.258 2.304 -0.564
C -5.092 1.545 -1.594
C -6.458 1.261 -0.938
C -5.321 2.437 -2.819
C -4.457 0.169 -2.028
O -5.418 -0.613 -2.689
C -3.295 0.275 -3.068
C -2.054 1.132 -2.779
C -1.151 0.978 -3.965
C -0.251 -0.090 -4.047
C 0.567 -0.247 -5.144
C 0.494 0.670 -6.200
Cl 1.494 0.479 -7.568
C -0.407 1.740 -6.134
C -1.223 1.877 -5.033
C -4.099 -0.775 -0.841
N -2.861 -0.594 -0.137
C -1.666 -1.152 -0.355
N -0.816 -0.765 0.589
C -1.567 0.033 1.385
N -2.796 0.143 0.968
H -4.770 3.233 -0.327
H -3.268 2.563 -0.924
H -4.156 1.738 0.356
H -7.001 2.196 -0.836
H -6.341 0.842 0.058
H -7.062 0.579 -1.528
H -5.826 3.345 -2.502
H -5.955 1.965 -3.566
H -4.390 2.736 -3.292
H -5.903 -0.088 -3.340
H -3.744 0.642 -3.991
H -2.984 -0.753 -3.266
H -1.545 0.802 -1.876
H -2.330 2.177 -2.673
H -0.183 -0.794 -3.231
H 1.261 -1.070 -5.201
H -0.459 2.448 -6.946
H -1.916 2.703 -4.992
H -4.113 -1.782 -1.263
H -4.903 -0.704 -0.105
H -1.445 -1.827 -1.154
H -1.199 0.517 2.267
C 1.284 -3.248 5.140
N 1.381 -1.931 5.708
C 1.083 -1.604 6.995
C 1.278 -0.262 7.133
N 1.689 0.216 5.930
C 1.990 1.587 5.623
C 1.755 -0.812 5.058
Se 2.534 -0.692 3.350
H 1.226 -3.981 5.943
H 2.160 -3.457 4.524
H 0.390 -3.332 4.518
H 0.773 -2.326 7.723
H 1.167 0.362 7.995
H 2.055 2.164 6.542
H 1.209 2.015 4.993
H 2.942 1.648 5.094
B 1.429 -5.806 0.501
C 1.379 -4.315 0.671
N 1.293 -3.164 0.833
H 2.491 -6.245 0.185
H 1.296 -6.294 1.582
H 0.712 -6.088 -0.410
*
```

Output
* LUMO (spin up / spin down): -0.35047 / -0.42761 hartree
* ⟨S²⟩: 1.095
* highest occupied orbital energy (spin up / spin down): -0.54129 / -0.54036 Eh
* orbital gap (spin up / spin down): 5.2 / 3.1 eV
* M: 844.16 g/mol